(1)
{"formula": "C22H22BN8O6Ta", "method": "ωB97M-V/def2-TZVPD", "gap_ev": 7.46, "de_lowest_ev": 0.660, "e_tot_ha": -1822.27278, "e_homo_ev": -15.9, "total_charge": 2, "symbols": ["Ta", "C", "C", "N", "N", "C", "B", "N", "C", "C", "C", "N", "N", "C", "C", "C", "N", "H", "H", "H", "H", "H", "H", "H", "H", "H", "H", "O", "C", "O", "C", "C", "C", "C", "C", "C", "N", "O", "O", "N", "O", "O", "H", "H", "H", "C", "C", "C", "C", "C", "C", "H", "H", "H", "H", "H", "H", "H", "H", "H"], "coordinates": [[-0.6458, -0.0836, -0.0690], [0.5597, -2.1463, -3.6526], [0.0703, -1.0177, -3.0432], [-0.2903, -1.3113, -1.7681], [-0.0055, -2.6397, -1.5582], [0.4958, -3.1407, -2.6801], [-0.4368, -3.3426, -0.2308], [0.4149, -2.7506, 0.9360], [1.2285, -3.3532, 1.7932], [1.6500, -2.4439, 2.7583], [1.0425, -1.2598, 2.4258], [0.2828, -1.4344, 1.3110], [-1.8857, -2.9169, 0.0258], [-3.0121, -3.6225, 0.1309], [-4.0761, -2.7535, 0.3248], [-3.5123, -1.4954, 0.3224], [-2.1758, -1.5935, 0.1476], [0.9122, -2.2454, -4.6660], [-0.0453, -0.0206, -3.4353], [0.7801, -4.1830, -2.7220], [-0.3103, -4.5290, -0.2985], [1.4622, -4.4009, 1.6686], [2.3029, -2.6342, 3.5936], [1.0922, -0.2990, 2.9078], [-2.9859, -4.6999, 0.0578], [-5.1159, -3.0068, 0.4500], [-3.9703, -0.5286, 0.4413], [0.6733, 1.1517, 0.9988], [1.4725, 1.1000, -0.0320], [0.8307, 0.8909, -1.1465], [2.9178, 0.9805, 0.0502], [3.6603, 1.7559, 0.9385], [5.0018, 1.4831, 1.0352], [5.6254, 0.4648, 0.3405], [4.8356, -0.2884, -0.5000], [3.4992, -0.0442, -0.6928], [5.4480, -1.4356, -1.2156], [6.6508, -1.4767, -1.2511], [4.6873, -2.2202, -1.7405], [5.8220, 2.3073, 1.9553], [5.2589, 3.2163, 2.5209], [6.9761, 1.9837, 2.0937], [3.2304, 2.5530, 1.5315], [6.6820, 0.2697, 0.4609], [2.9386, -0.6503, -1.3919], [-4.3388, 3.6656, -1.3818], [-3.8781, 3.3024, 0.0468], [-3.1385, 4.4901, 0.6928], [-5.0829, 2.8780, 0.9103], [-2.9513, 2.1796, -0.0328], [-2.1678, 1.2308, -0.0957], [-5.0542, 4.4853, -1.2999], [-4.8325, 2.8271, -1.8737], [-3.5026, 3.9971, -1.9977], [-3.8409, 5.3224, 0.7504], [-2.2823, 4.8023, 0.0951], [-2.8023, 4.2519, 1.7018], [-5.7703, 3.7231, 0.9631], [-4.7760, 2.6209, 1.9247], [-5.6177, 2.0346, 0.4708]], "forces_ev_per_angstrom": [[-0.277, -0.468, -0.092], [0.047, -0.108, -0.135], [-0.039, -0.049, 0.258], [0.172, 0.103, 0.027], [-0.368, 0.197, 0.009], [0.095, -0.259, -0.010], [0.191, -0.091, -0.053], [-0.293, 0.173, 0.132], [0.019, -0.252, -0.069], [0.100, -0.087, 0.148], [-0.147, -0.020, -0.213], [0.200, 0.053, -0.133], [-0.094, 0.022, 0.088], [0.061, -0.154, -0.030], [-0.103, -0.031, 0.023], [0.000, -0.026, 0.042], [0.042, 0.257, -0.039], [-0.029, -0.002, 0.060], [0.009, 0.012, 0.033], [-0.025, 0.089, -0.041], [0.036, 0.210, -0.014], [-0.007, 0.067, 0.032], [-0.032, 0.002, -0.038], [0.008, 0.028, -0.004], [-0.024, 0.072, 0.012], [0.077, 0.009, -0.011], [-0.010, -0.039, -0.012], [0.672, 0.035, -0.755], [-1.270, -0.055, -0.138], [0.691, 0.033, 0.676], [-0.118, 0.288, 0.155], [-0.160, -0.100, 0.028], [0.295, 0.165, 0.090], [-0.019, 0.066, 0.027], [0.231, -0.354, -0.067], [-0.109, 0.143, -0.106], [0.218, 0.260, -0.326], [-0.001, -0.037, 0.166], [-0.242, -0.117, 0.040], [0.141, 0.000, 0.356], [-0.128, 0.048, -0.095], [0.010, -0.025, -0.139], [-0.017, -0.031, -0.026], [0.012, -0.012, -0.005], [-0.021, 0.001, 0.053], [0.002, 0.024, 0.062], [0.130, -0.218, -0.142], [-0.059, 0.028, 0.017], [0.006, 0.016, 0.018], [0.054, -0.006, 0.007], [0.006, 0.170, 0.127], [0.033, -0.024, -0.036], [0.011, 0.010, 0.043], [-0.018, -0.013, 0.029], [0.047, 0.008, 0.016], [-0.024, -0.017, -0.007], [-0.018, -0.004, -0.016], [0.009, -0.032, 0.016], [-0.007, 0.010, -0.031], [0.034, 0.034, -0.008]]}

(2)
{"formula": "C2H12N10", "method": "ωB97M-V/def2-TZVPD", "gap_ev": 7.87, "de_lowest_ev": 0.000, "e_tot_ha": -630.60517, "e_homo_ev": -7.1, "symbols": ["C", "C", "N", "N", "N", "N", "N", "N", "N", "N", "N", "N", "H", "H", "H", "H", "H", "H", "H", "H", "H", "H", "H", "H"], "coordinates": [[0.1106, -1.8537, 1.3861], [-0.9953, -1.7100, 0.6278], [1.2016, -1.0976, 1.3203], [-0.8381, -0.8790, -0.4818], [1.1990, -0.0680, 0.2875], [-0.0717, 0.1793, -0.3159], [-2.8416, 0.1168, -1.0560], [2.6095, 0.6414, -1.5436], [0.3022, 2.4157, 0.8932], [-1.8204, -0.6916, -1.4876], [2.2223, -0.3998, -0.6456], [-0.7877, 1.5840, 0.5814], [-0.0147, -2.5687, 2.2577], [-1.7523, -2.3812, 0.5802], [1.7143, -0.9163, 2.1461], [-2.5301, 1.0873, -0.8008], [-3.2491, -0.1477, -0.2299], [2.8537, 1.4125, -0.9515], [1.8330, 0.8975, -2.0550], [0.6891, 2.4753, -0.0586], [0.8214, 2.1642, 1.7053], [-1.3622, -0.3263, -2.3351], [1.9629, -1.1973, -1.2412], [-1.2565, 1.2632, 1.4172]], "forces_ev_per_angstrom": [[-3.223, -2.036, 2.323], [2.497, 0.890, -0.651], [0.673, 1.064, -2.264], [-0.272, -0.320, -1.605], [-0.092, -0.102, 0.567], [1.847, 3.105, 1.384], [-0.065, 4.086, -2.140], [1.110, -1.299, 1.957], [-2.675, -0.006, -1.836], [0.702, -1.817, 0.973], [0.465, -0.787, -0.528], [1.149, -0.772, -0.915], [0.636, 0.991, -1.121], [-2.183, -1.853, 0.204], [0.482, 0.631, 0.487], [0.140, -0.939, -0.631], [-1.200, -1.920, 2.064], [0.409, 0.472, 0.154], [-2.143, 0.939, -1.490], [0.994, 0.480, 1.395], [1.025, -0.519, -0.144], [-0.386, -0.113, 0.887], [-0.161, 0.265, 0.396], [0.272, -0.441, 0.535]]}

(3)
{"formula": "FH3P2S2", "method": "ωB97M-V/def2-TZVPD", "smiles": "FP(=S)=[PH2]S", "gap_ev": 7.93, "de_lowest_ev": 1.260, "e_tot_ha": -1580.73920, "e_homo_ev": -8.8, "symbols": ["F", "P", "S", "P", "S", "H", "H", "H"], "coordinates": [[-1.9645, 1.6389, -0.8610], [-1.7241, 0.0998, -0.3917], [-2.9169, -0.1699, 1.1339], [0.6156, -0.1743, 0.5323], [2.4548, 0.2184, -0.5287], [0.3366, -1.4335, 0.1387], [1.2551, -0.5665, 1.6495], [1.9435, 0.3870, -1.6731]], "forces_ev_per_angstrom": [[0.451, -0.508, 0.204], [-2.301, 0.633, 0.473], [1.053, 0.006, -1.032], [0.733, 1.663, -1.154], [0.637, -0.529, 2.477], [-0.128, -1.481, -0.449], [0.720, -0.185, 1.642], [-1.165, 0.402, -2.160]]}

(4)
{"formula": "C11H26O3Si", "method": "ωB97M-V/def2-TZVPD", "smiles": "CO[Si](C[C@@H](C)CC(C)(C)C)(OC)OC", "gap_ev": 10.64, "de_lowest_ev": 0.000, "e_tot_ha": -950.03654, "e_homo_ev": -9.8, "symbols": ["C", "O", "Si", "C", "C", "C", "C", "C", "C", "C", "C", "O", "C", "O", "C", "H", "H", "H", "H", "H", "H", "H", "H", "H", "H", "H", "H", "H", "H", "H", "H", "H", "H", "H", "H", "H", "H", "H", "H", "H", "H"], "coordinates": [[1.5029, 2.3297, -3.0686], [0.7266, 1.3971, -2.3674], [1.3103, 0.7298, -0.9575], [0.3309, 1.3887, 0.5329], [-1.1567, 1.0986, 0.5407], [-1.9113, 2.1475, -0.2869], [-1.5010, -0.3859, 0.2148], [-1.5259, -1.3919, 1.3754], [-1.7755, -2.8017, 0.8260], [-0.2222, -1.3228, 2.2182], [-2.6410, -1.0263, 2.3740], [2.8985, 1.1254, -0.7425], [3.5488, 0.4857, 0.2917], [1.1542, -0.9455, -1.0818], [1.6344, -1.4587, -2.2614], [1.0078, 2.5394, -4.0177], [2.5235, 1.9607, -3.2611], [1.5299, 3.2099, -2.4992], [0.8042, 0.9606, 1.4161], [0.5056, 2.4490, 0.5611], [-1.5175, 1.2938, 1.5580], [-1.7412, 1.9930, -1.3736], [-2.9628, 2.0413, -0.1398], [-1.6446, 3.2074, -0.1246], [-2.4661, -0.4141, -0.3280], [-0.8463, -0.7464, -0.5579], [-0.9609, -3.1274, 0.2052], [-2.6817, -2.7932, 0.2064], [-1.8865, -3.5361, 1.6522], [-0.2886, -2.0632, 3.0205], [-0.1133, -0.3276, 2.6256], [0.6152, -1.5878, 1.5566], [-3.6272, -0.9425, 1.9134], [-2.3865, -0.0604, 2.8340], [-2.6585, -1.7547, 3.1910], [3.6220, -0.5496, 0.0572], [2.9905, 0.6356, 1.2105], [4.5511, 0.9771, 0.4610], [2.4877, -0.8758, -2.5815], [1.9304, -2.4839, -2.1513], [0.8407, -1.3746, -3.0420]], "forces_ev_per_angstrom": [[0.210, -0.724, -1.157], [0.405, -1.187, 1.026], [-1.267, -0.023, 0.366], [0.873, -1.181, -0.821], [-0.622, 0.232, 0.718], [0.581, -0.277, -1.558], [-0.891, 0.701, -0.628], [-0.183, 0.397, 0.863], [-0.345, 0.164, 0.600], [-0.402, -0.922, -1.181], [0.317, 0.281, 0.044], [-1.048, 0.768, -1.694], [1.460, 1.079, 1.200], [-0.171, 1.713, 1.713], [-0.453, 0.051, -1.870], [0.083, -0.024, -0.019], [-0.295, 0.194, 0.041], [0.379, 1.557, 0.613], [0.099, 0.082, 0.046], [0.166, 0.647, 0.064], [0.145, -0.138, 0.092], [-0.015, -0.037, 0.451], [-0.871, -0.021, 0.192], [0.125, -0.570, 0.428], [-0.057, 0.065, 0.599], [0.485, -0.185, -0.090], [0.496, -0.143, -0.361], [0.082, -0.146, 0.212], [-0.051, 0.408, -0.463], [0.124, 0.155, 0.031], [0.190, 0.089, 0.235], [0.070, 0.211, 0.353], [0.003, -0.115, 0.000], [-0.292, -0.180, -0.073], [-0.179, -0.010, -0.138], [0.468, -1.015, 0.181], [-0.017, -0.283, 0.446], [-0.872, -0.748, -0.335], [0.517, -0.033, -0.518], [0.116, -0.590, 0.128], [0.635, -0.240, 0.263]]}

(5)
{"formula": "C3H11N5", "method": "ωB97M-V/def2-TZVPD", "smiles": "[H]/N=C(\\NN)NN(C)C", "gap_ev": 9.30, "de_lowest_ev": 3.343, "e_tot_ha": -394.56282, "e_homo_ev": -8.5, "symbols": ["H", "N", "C", "N", "N", "N", "N", "C", "C", "H", "H", "H", "H", "H", "H", "H", "H", "H", "H"], "coordinates": [[1.6469, 1.5747, -1.8136], [1.2294, 0.6486, -1.7083], [0.5090, 0.7934, -0.6247], [0.2814, 2.1364, 0.0001], [-0.8522, 2.3346, 0.7318], [-0.2350, -0.0963, -0.0273], [-0.0618, -1.5378, -0.0367], [-1.4010, -2.1083, 0.1729], [0.9161, -2.1712, 0.9213], [0.4907, 2.9120, -0.7101], [-1.6049, 2.9125, 0.2758], [-0.5767, 2.9937, 1.3788], [-0.5296, 0.2585, 0.9059], [-2.2141, -1.9805, -0.6156], [-1.2938, -3.2359, 0.2285], [-1.8901, -1.9042, 1.1766], [0.9792, -3.2461, 0.7038], [1.8842, -1.6628, 1.0263], [0.4308, -2.1043, 1.9099]], "forces_ev_per_angstrom": [[0.169, -0.125, -0.621], [-0.629, 0.512, 2.411], [1.286, 2.906, -2.860], [2.463, -0.280, -3.612], [-2.591, 0.546, -0.385], [-1.157, -3.087, 3.716], [-0.562, 0.480, -1.029], [-0.918, -2.062, 0.332], [-1.533, 1.087, 0.592], [-0.346, -1.777, 1.264], [0.681, -1.367, -0.442], [0.663, 1.226, 2.568], [-0.151, -0.385, -0.855], [1.582, 0.522, 0.699], [0.160, 1.141, -0.222], [0.657, 0.434, -0.757], [0.277, 0.529, -0.305], [-0.350, -0.198, -0.702], [0.299, -0.103, 0.206]]}

(6)
{"formula": "C21H17Cl3F3N5O", "method": "ωB97M-V/def2-TZVPD", "smiles": "Cc1nn(Cc2ccc(Cl)cc2Cl)c(Cl)c1/C=N/NC(=O)CNc1cccc(C(F)(F)F)c1", "gap_ev": 8.72, "e_tot_ha": -2839.66436, "e_homo_ev": -8.3, "symbols": ["C", "C", "N", "N", "C", "C", "C", "C", "C", "Cl", "C", "C", "Cl", "C", "Cl", "C", "C", "N", "N", "C", "O", "C", "N", "C", "C", "C", "C", "C", "C", "F", "F", "F", "C", "H", "H", "H", "H", "H", "H", "H", "H", "H", "H", "H", "H", "H", "H", "H", "H", "H"], "coordinates": [[-1.2099, -3.6776, -2.5922], [-0.5881, -2.5199, -1.9011], [0.3717, -1.8113, -2.4567], [0.7062, -0.8490, -1.5964], [1.7863, 0.0561, -1.9011], [2.8091, 0.1280, -0.7973], [3.1307, 1.3493, -0.2171], [4.0623, 1.4450, 0.7990], [4.6880, 0.2941, 1.2528], [5.8477, 0.3882, 2.5230], [4.3938, -0.9385, 0.6934], [3.4605, -1.0113, -0.3284], [3.1227, -2.5587, -1.0191], [-0.0503, -0.9086, -0.4852], [0.1643, 0.1501, 0.8209], [-0.9141, -1.9912, -0.6245], [-1.9109, -2.4606, 0.2929], [-2.4605, -1.6661, 1.1197], [-3.3833, -2.1299, 1.9838], [-4.2150, -1.2972, 2.6716], [-4.9995, -1.7254, 3.4866], [-4.1168, 0.1664, 2.2514], [-4.4528, 0.3026, 0.8489], [-3.5616, 0.7136, -0.1075], [-3.6260, 0.1893, -1.4043], [-2.7718, 0.6259, -2.3939], [-1.8353, 1.6117, -2.1306], [-1.7839, 2.1538, -0.8531], [-0.8236, 3.2713, -0.5765], [-0.5130, 3.4111, 0.7198], [-1.2996, 4.4665, -0.9773], [0.3518, 3.1170, -1.2233], [-2.6296, 1.7210, 0.1529], [-1.0996, -4.5816, -1.9951], [-2.2723, -3.5002, -2.7520], [-0.7230, -3.8226, -3.5516], [1.3876, 1.0564, -2.0898], [2.2362, -0.3308, -2.8201], [2.6359, 2.2415, -0.5667], [4.2972, 2.4002, 1.2396], [4.8845, -1.8319, 1.0442], [-2.1802, -3.5220, 0.2331], [-3.5130, -3.1369, 2.1116], [-3.0958, 0.5107, 2.4197], [-4.8118, 0.7433, 2.8707], [-5.1239, -0.3805, 0.5259], [-4.3560, -0.5771, -1.6238], [-2.8271, 0.1939, -3.3812], [-1.1666, 1.9604, -2.9014], [-2.5720, 2.1744, 1.1294]], "forces_ev_per_angstrom": [[0.037, 0.053, 0.019], [0.004, 0.420, 0.492], [0.096, -0.364, -0.841], [-0.527, 0.044, 0.445], [0.323, 0.254, -0.121], [0.159, -0.119, -0.057], [0.124, -0.182, -0.070], [0.069, -0.047, 0.043], [-0.280, -0.035, -0.293], [0.176, 0.018, 0.198], [-0.005, 0.049, 0.030], [0.068, 0.342, 0.108], [0.083, -0.167, -0.017], [-0.280, -0.501, -0.060], [0.094, -0.011, 0.214], [0.704, 0.532, -0.301], [-0.426, -0.319, 0.401], [0.342, 0.449, -0.288], [-0.069, -1.287, 0.129], [0.059, 0.353, -0.046], [-0.107, 0.014, 0.098], [-0.182, 0.126, 0.165], [-0.583, -0.263, 0.175], [0.281, 0.449, -0.489], [-0.041, 0.025, 0.168], [0.034, 0.071, -0.007], [0.092, 0.130, 0.131], [-0.027, -0.065, -0.098], [0.136, 0.354, 0.000], [-0.121, -0.149, 0.247], [-0.176, -0.008, -0.071], [0.118, -0.185, -0.208], [-0.095, -0.053, -0.142], [-0.026, -0.116, -0.024], [-0.081, -0.059, -0.057], [-0.004, -0.066, -0.076], [0.041, -0.095, -0.022], [-0.124, 0.067, 0.099], [-0.108, 0.103, -0.026], [0.043, 0.083, 0.062], [0.045, -0.075, 0.029], [-0.088, 0.042, 0.092], [-0.014, 0.340, 0.022], [-0.049, 0.029, -0.003], [0.199, -0.176, 0.049], [0.105, 0.109, -0.007], [-0.069, -0.127, -0.006], [-0.027, -0.060, -0.099], [0.072, 0.035, -0.083], [0.003, 0.040, 0.100]]}

Which formula does entry 1 have? C22H22BN8O6Ta